24
Properties=species:S:1:pos:R:3:forces:R:3:nbo_charge:R:1 method="wB97M-V/def2-TZVPD" fmax_ha_per_bohr=0.0764 multiplicity=1 e_homo_ev=-7.96 relative_energy_kcal_mol=153.7 orbital_gap_ev=6.8
H 2.04080 0.44519 3.04677 0.4 0.4 0.5 0.22
H -1.47014 1.18678 -0.48996 0.9 0.2 -1.2 0.19
N 1.12137 0.01314 0.63924 -0.4 0.5 -1.6 -0.46
C -0.67500 1.23317 -1.31740 -0.6 -1.2 0.8 -0.61
H 1.54146 -1.16655 3.54149 -0.3 -0.8 1.7 0.24
S 1.64828 -2.33836 -0.40291 -0.3 0.4 0.8 0.49
H -1.13170 1.52711 -2.27020 -0.1 0.0 0.5 0.24
O 2.90190 0.82217 -1.96903 -0.6 -1.2 1.7 -0.59
H 0.06724 -0.40510 -2.61839 0.6 0.7 1.3 0.24
C -0.10303 -0.23493 -1.50660 -1.1 1.2 -2.5 -0.27
N 1.53114 -0.89682 1.62328 -1.7 -0.9 -0.3 -0.22
H 0.04379 1.97259 -1.02234 0.6 0.3 -0.1 0.23
C 1.14108 -0.52593 -0.72658 1.9 -0.2 1.6 0.00
H 0.19540 0.39556 0.79468 0.0 -0.2 0.8 0.37
H -1.40186 -1.27921 -0.28096 -0.4 -1.2 3.2 0.19
H 0.32328 0.14220 2.99513 -0.2 -0.5 0.4 0.20
N 3.21510 -1.29459 -1.20902 1.8 -1.6 -0.6 -0.02
C 1.73822 -2.18062 1.39136 0.1 1.2 -0.8 -0.07
C 1.30325 -0.33035 2.96044 1.0 0.5 -1.9 -0.40
H -2.19859 -0.71737 -1.60684 -0.6 0.5 -0.6 0.22
C -1.28777 -1.15834 -1.28068 1.3 -0.3 -2.4 -0.59
H -1.11299 -2.05795 -1.88030 -0.3 -0.3 0.7 0.22
C 2.55747 -0.15646 -1.28448 -1.9 2.4 -2.4 0.50
O 4.36964 -1.65021 -1.34576 -0.1 -0.2 0.3 -0.33